Arrangement a

{"formula": "C24H66N6O6", "method": "the ωB97M-V functional and the def2-TZVPD basis", "species": ["C", "O", "C", "C", "C", "N", "H", "H", "H", "H", "H", "H", "H", "H", "H", "H", "H", "C", "O", "C", "C", "C", "N", "H", "H", "H", "H", "H", "H", "H", "H", "H", "H", "H", "C", "O", "C", "C", "C", "N", "H", "H", "H", "H", "H", "H", "H", "H", "H", "H", "H", "C", "O", "C", "C", "C", "N", "H", "H", "H", "H", "H", "H", "H", "H", "H", "H", "H", "C", "O", "C", "C", "C", "N", "H", "H", "H", "H", "H", "H", "H", "H", "H", "H", "H", "C", "O", "C", "C", "C", "N", "H", "H", "H", "H", "H", "H", "H", "H", "H", "H", "H"], "xyz": [[-3.527, 4.372, 3.849], [-3.138, 4.208, 2.455], [-1.983, 5.014, 2.104], [-1.796, 5.025, 0.490], [-1.214, 3.688, -0.101], [-0.993, 6.184, 0.117], [-3.447, 5.397, 4.210], [-2.791, 3.761, 4.372], [-4.557, 4.035, 3.972], [-2.404, 5.998, 2.311], [-1.299, 4.682, 2.884], [-2.709, 5.181, -0.085], [-1.261, 3.735, -1.189], [-1.733, 2.779, 0.201], [-0.183, 3.629, 0.250], [-1.468, 6.867, 0.689], [-0.118, 6.156, 0.621], [-1.282, 1.379, 2.834], [-1.664, 0.384, 1.940], [-0.749, -0.081, 0.897], [-1.691, -0.516, -0.297], [-2.879, -1.355, 0.081], [-0.843, -1.251, -1.255], [-0.702, 1.019, 3.684], [-2.249, 1.651, 3.256], [-0.799, 2.181, 2.276], [-0.061, 0.714, 0.609], [-0.064, -0.867, 1.217], [-2.073, 0.403, -0.740], [-3.612, -0.729, 0.589], [-2.625, -2.299, 0.562], [-3.328, -1.661, -0.864], [-1.419, -1.821, -1.858], [-0.260, -0.668, -1.838], [1.227, -5.627, -4.366], [-0.128, -5.589, -4.840], [-1.171, -5.873, -3.870], [-1.728, -4.604, -3.130], [-2.477, -4.812, -1.769], [-2.688, -3.873, -3.915], [1.575, -6.646, -4.199], [1.284, -4.983, -3.489], [1.906, -5.234, -5.123], [-1.965, -6.288, -4.490], [-0.846, -6.564, -3.092], [-0.889, -3.932, -2.950], [-1.949, -5.237, -0.916], [-3.312, -5.495, -1.927], [-2.970, -3.899, -1.432], [-3.550, -4.349, -4.136], [-2.270, -3.817, -4.833], [4.913, 0.449, 3.582], [4.863, 1.272, 2.448], [3.665, 1.962, 2.049], [3.215, 3.168, 2.959], [1.946, 3.894, 2.491], [4.293, 4.200, 3.018], [5.928, 0.205, 3.897], [4.278, -0.420, 3.409], [4.437, 0.940, 4.430], [3.667, 2.419, 1.060], [2.956, 1.134, 2.016], [3.024, 2.726, 3.937], [1.218, 3.183, 2.881], [1.610, 3.946, 1.455], [1.833, 4.832, 3.035], [5.222, 3.806, 2.972], [4.284, 4.738, 2.164], [-1.920, -4.851, 3.172], [-0.591, -4.792, 2.566], [0.035, -3.527, 2.631], [1.372, -3.587, 1.826], [2.432, -2.484, 2.018], [1.087, -3.607, 0.423], [-1.914, -4.225, 4.065], [-2.161, -5.909, 3.281], [-2.672, -4.443, 2.497], [-0.626, -2.709, 2.346], [0.441, -3.361, 3.629], [1.911, -4.485, 2.127], [3.065, -2.384, 1.136], [3.025, -2.705, 2.905], [1.975, -1.496, 2.067], [0.705, -2.743, 0.068], [0.397, -4.333, 0.294], [-1.269, 0.013, -4.528], [-0.402, 0.799, -3.741], [0.654, 1.550, -4.323], [1.195, 2.516, -3.220], [2.452, 3.319, -3.815], [1.658, 1.931, -1.974], [-1.149, 0.071, -5.610], [-2.289, 0.348, -4.344], [-1.266, -1.053, -4.301], [1.353, 0.776, -4.638], [0.404, 2.211, -5.153], [0.365, 3.191, -3.011], [3.163, 2.617, -4.250], [2.898, 3.873, -2.989], [2.072, 4.061, -4.518], [0.818, 1.374, -1.908], [2.299, 1.220, -2.297]], "lowdin_charge": [-0.088, -0.249, -0.145, -0.373, -0.045, 0.027, 0.079, 0.073, 0.088, 0.102, 0.113, 0.132, 0.067, 0.062, 0.048, 0.055, 0.061, -0.117, -0.204, -0.131, -0.394, -0.057, 0.062, 0.087, 0.086, 0.057, 0.104, 0.079, 0.126, 0.086, 0.073, 0.070, 0.045, 0.050, -0.094, -0.210, -0.159, -0.415, -0.054, 0.015, 0.083, 0.081, 0.082, 0.121, 0.117, 0.117, 0.067, 0.071, 0.047, 0.074, 0.069, -0.104, -0.204, -0.160, -0.399, -0.068, 0.033, 0.093, 0.069, 0.077, 0.120, 0.107, 0.118, 0.052, 0.061, 0.082, 0.057, 0.062, -0.066, -0.202, -0.207, -0.426, -0.067, 0.033, 0.084, 0.086, 0.071, 0.110, 0.117, 0.133, 0.080, 0.070, 0.050, 0.036, 0.057, -0.103, -0.224, -0.182, -0.416, -0.048, 0.052, 0.087, 0.088, 0.065, 0.128, 0.125, 0.122, 0.071, 0.067, 0.066, 0.034, 0.076], "smiles": "COC[C@H](C)N.COC[C@H](C)N.COC[C@H](C)N.COC[C@H](C)N.COC[C@H](C)N.COC[C@H](C)N", "homo_energy_ha": -0.314}

=====

Arrangement b

{"formula": "C24H66N6O6", "method": "the ωB97M-V functional and the def2-TZVPD basis", "species": ["C", "O", "C", "C", "C", "N", "H", "H", "H", "H", "H", "H", "H", "H", "H", "H", "H", "C", "O", "C", "C", "C", "N", "H", "H", "H", "H", "H", "H", "H", "H", "H", "H", "H", "C", "O", "C", "C", "C", "N", "H", "H", "H", "H", "H", "H", "H", "H", "H", "H", "H", "C", "O", "C", "C", "C", "N", "H", "H", "H", "H", "H", "H", "H", "H", "H", "H", "H", "C", "O", "C", "C", "C", "N", "H", "H", "H", "H", "H", "H", "H", "H", "H", "H", "H", "C", "O", "C", "C", "C", "N", "H", "H", "H", "H", "H", "H", "H", "H", "H", "H", "H"], "xyz": [[5.329, -2.667, 6.263], [5.184, -2.565, 7.664], [5.232, -1.292, 8.234], [6.676, -0.949, 8.642], [7.075, -1.789, 9.861], [6.742, 0.495, 8.987], [4.397, -2.450, 5.741], [5.660, -3.681, 6.042], [6.173, -2.027, 5.976], [4.828, -0.509, 7.581], [4.607, -1.273, 9.130], [7.383, -1.026, 7.816], [8.087, -1.578, 10.226], [7.116, -2.867, 9.669], [6.438, -1.651, 10.738], [7.650, 0.663, 9.417], [6.128, 0.620, 9.795], [7.033, -4.688, 15.400], [7.728, -4.012, 14.370], [8.345, -4.817, 13.416], [9.086, -3.991, 12.375], [9.868, -4.804, 11.349], [10.018, -3.025, 12.979], [7.685, -4.765, 16.264], [6.787, -5.703, 15.059], [6.052, -4.264, 15.608], [9.087, -5.491, 13.875], [7.612, -5.443, 12.886], [8.325, -3.322, 11.954], [10.376, -4.134, 10.653], [9.217, -5.430, 10.739], [10.695, -5.361, 11.793], [10.840, -3.500, 13.339], [9.525, -2.552, 13.729], [4.678, -4.825, 11.863], [3.276, -4.660, 11.981], [2.868, -3.417, 12.452], [1.352, -3.474, 12.590], [0.638, -3.858, 11.286], [0.829, -2.261, 13.244], [4.873, -5.871, 11.643], [5.271, -4.513, 12.727], [4.995, -4.221, 11.007], [3.274, -3.126, 13.437], [3.176, -2.505, 11.907], [1.176, -4.203, 13.387], [-0.341, -4.239, 11.606], [1.109, -4.668, 10.741], [0.384, -2.971, 10.705], [-0.187, -2.312, 13.217], [1.022, -1.439, 12.668], [11.667, -4.265, 8.160], [12.744, -3.875, 8.964], [13.278, -2.598, 8.659], [14.462, -2.360, 9.576], [15.282, -1.119, 9.214], [15.378, -3.502, 9.721], [11.934, -4.312, 7.099], [10.857, -3.512, 8.172], [11.199, -5.119, 8.642], [13.533, -2.564, 7.592], [12.498, -1.856, 8.864], [14.030, -2.183, 10.568], [16.141, -0.977, 9.862], [14.618, -0.256, 9.310], [15.613, -1.215, 8.177], [14.782, -4.315, 9.843], [15.980, -3.567, 8.910], [6.833, -3.245, 19.172], [7.652, -3.227, 18.049], [8.572, -2.134, 18.076], [9.426, -2.186, 16.804], [10.367, -3.397, 16.868], [10.056, -0.904, 16.522], [6.096, -4.046, 19.108], [6.316, -2.308, 19.413], [7.401, -3.492, 20.085], [7.932, -1.246, 18.042], [9.192, -2.221, 18.975], [8.708, -2.421, 16.014], [9.889, -4.286, 16.459], [10.793, -3.531, 17.866], [11.265, -3.233, 16.260], [10.641, -1.011, 15.699], [10.703, -0.688, 17.278], [2.154, -4.686, 16.699], [2.178, -6.047, 17.126], [3.411, -6.730, 16.999], [3.793, -6.937, 15.529], [2.647, -7.324, 14.619], [4.948, -7.828, 15.339], [2.345, -4.586, 15.628], [2.891, -4.078, 17.240], [1.171, -4.380, 17.053], [4.215, -6.299, 17.604], [3.203, -7.682, 17.501], [4.156, -5.930, 15.294], [2.313, -8.361, 14.669], [2.900, -7.198, 13.559], [1.808, -6.631, 14.727], [5.247, -7.744, 14.380], [4.771, -8.789, 15.591]], "lowdin_charge": [-0.094, -0.198, -0.223, -0.413, -0.083, 0.019, 0.088, 0.087, 0.086, 0.125, 0.121, 0.132, 0.070, 0.071, 0.077, 0.066, 0.068, -0.090, -0.203, -0.233, -0.428, -0.053, 0.048, 0.070, 0.072, 0.088, 0.134, 0.118, 0.117, 0.057, 0.081, 0.086, 0.069, 0.053, -0.083, -0.182, -0.244, -0.440, -0.048, 0.027, 0.088, 0.077, 0.084, 0.122, 0.127, 0.120, 0.074, 0.072, 0.075, 0.069, 0.069, -0.127, -0.212, -0.207, -0.447, -0.066, 0.041, 0.090, 0.084, 0.081, 0.128, 0.129, 0.136, 0.075, 0.077, 0.076, 0.064, 0.068, -0.132, -0.213, -0.185, -0.439, -0.051, 0.042, 0.083, 0.089, 0.089, 0.128, 0.127, 0.114, 0.063, 0.078, 0.069, 0.064, 0.075, -0.086, -0.203, -0.200, -0.438, -0.052, 0.041, 0.065, 0.088, 0.095, 0.119, 0.126, 0.110, 0.082, 0.071, 0.069, 0.061, 0.069], "smiles": "COC[C@H](C)N.COC[C@H](C)N.COC[C@H](C)N.COC[C@H](C)N.COC[C@H](C)N.COC[C@H](C)N", "homo_energy_ha": -0.338}

=====

Arrangement c

{"formula": "C24H66N6O6", "method": "the ωB97M-V functional and the def2-TZVPD basis", "species": ["C", "O", "C", "C", "C", "N", "H", "H", "H", "H", "H", "H", "H", "H", "H", "H", "H", "C", "O", "C", "C", "C", "N", "H", "H", "H", "H", "H", "H", "H", "H", "H", "H", "H", "C", "O", "C", "C", "C", "N", "H", "H", "H", "H", "H", "H", "H", "H", "H", "H", "H", "C", "O", "C", "C", "C", "N", "H", "H", "H", "H", "H", "H", "H", "H", "H", "H", "H", "C", "O", "C", "C", "C", "N", "H", "H", "H", "H", "H", "H", "H", "H", "H", "H", "H", "C", "O", "C", "C", "C", "N", "H", "H", "H", "H", "H", "H", "H", "H", "H", "H", "H"], "xyz": [[5.811, 9.102, -2.583], [6.066, 8.143, -3.536], [5.736, 8.517, -4.827], [5.921, 7.312, -5.725], [7.334, 6.837, -5.725], [5.842, 7.669, -7.149], [4.739, 9.272, -2.484], [6.439, 9.957, -2.834], [6.125, 8.647, -1.644], [4.693, 8.804, -4.966], [6.316, 9.346, -5.231], [5.231, 6.521, -5.432], [7.588, 6.579, -4.696], [8.146, 7.511, -5.999], [7.568, 5.958, -6.325], [6.280, 6.975, -7.738], [6.467, 8.462, -7.153], [4.999, 3.531, -9.325], [5.661, 2.625, -8.416], [4.829, 1.987, -7.454], [4.375, 2.943, -6.260], [5.722, 3.229, -5.517], [3.479, 2.266, -5.303], [5.681, 3.992, -10.040], [4.338, 4.313, -8.951], [4.457, 2.884, -10.015], [4.014, 1.409, -7.889], [5.432, 1.173, -7.052], [3.869, 3.804, -6.696], [6.171, 2.331, -5.092], [5.646, 4.014, -4.765], [6.444, 3.547, -6.270], [3.561, 2.763, -4.428], [3.824, 1.326, -5.172], [6.532, 17.022, -4.500], [6.715, 15.950, -3.590], [5.521, 15.183, -3.588], [5.596, 14.028, -2.526], [4.606, 12.834, -2.794], [5.356, 14.523, -1.191], [6.003, 16.685, -5.391], [7.506, 17.430, -4.772], [5.838, 17.830, -4.269], [4.693, 15.846, -3.338], [5.286, 14.685, -4.528], [6.485, 13.414, -2.384], [3.556, 13.118, -2.870], [4.692, 12.167, -1.936], [4.851, 12.237, -3.672], [4.441, 14.905, -1.385], [5.994, 15.284, -1.005], [10.089, 10.268, -7.294], [10.084, 10.293, -8.725], [8.948, 9.812, -9.506], [9.283, 8.267, -9.604], [10.619, 7.912, -10.364], [8.209, 7.400, -10.024], [9.411, 9.475, -6.980], [9.842, 11.136, -6.682], [11.128, 9.969, -7.157], [8.071, 10.168, -8.966], [8.887, 10.187, -10.527], [9.529, 7.945, -8.592], [10.500, 8.430, -11.315], [10.928, 6.875, -10.495], [11.424, 8.469, -9.884], [7.346, 7.706, -9.597], [8.164, 7.535, -11.024], [1.508, 7.443, -2.655], [0.346, 7.435, -3.434], [-0.644, 8.380, -3.022], [-0.128, 9.956, -3.280], [-1.168, 11.007, -3.183], [0.354, 9.981, -4.671], [2.008, 6.576, -3.085], [1.272, 7.108, -1.645], [2.019, 8.404, -2.716], [-1.552, 8.188, -3.594], [-0.816, 8.062, -1.994], [0.699, 10.102, -2.585], [-0.737, 11.989, -3.375], [-1.502, 10.972, -2.146], [-1.961, 10.866, -3.917], [1.071, 9.270, -4.641], [-0.242, 9.618, -5.401], [9.428, 7.584, -0.006], [9.245, 6.157, -0.162], [8.595, 5.742, -1.333], [8.680, 4.223, -1.689], [7.721, 3.996, -2.848], [8.069, 3.352, -0.618], [9.893, 7.922, 0.920], [8.455, 8.074, -0.065], [10.124, 7.874, -0.793], [7.519, 5.887, -1.241], [8.903, 6.283, -2.229], [9.610, 3.780, -2.045], [8.189, 4.445, -3.724], [6.745, 4.422, -2.616], [7.486, 2.953, -3.058], [8.750, 3.512, 0.111], [7.208, 3.783, -0.313]], "lowdin_charge": [-0.110, -0.181, -0.225, -0.404, -0.093, 0.034, 0.085, 0.094, 0.085, 0.129, 0.128, 0.138, 0.055, 0.075, 0.082, 0.049, 0.045, -0.089, -0.194, -0.203, -0.373, -0.078, 0.022, 0.081, 0.081, 0.080, 0.116, 0.117, 0.120, 0.077, 0.053, 0.067, 0.061, 0.063, -0.128, -0.163, -0.202, -0.418, -0.071, 0.023, 0.077, 0.091, 0.083, 0.122, 0.119, 0.130, 0.070, 0.066, 0.064, 0.064, 0.073, -0.089, -0.239, -0.124, -0.439, -0.038, 0.035, 0.058, 0.080, 0.094, 0.113, 0.115, 0.107, 0.068, 0.078, 0.067, 0.049, 0.069, -0.117, -0.235, -0.140, -0.405, -0.093, 0.029, 0.095, 0.089, 0.074, 0.115, 0.107, 0.119, 0.078, 0.080, 0.082, 0.045, 0.076, -0.074, -0.189, -0.221, -0.383, -0.115, 0.031, 0.083, 0.076, 0.084, 0.113, 0.119, 0.138, 0.072, 0.074, 0.074, 0.056, 0.063], "smiles": "COC[C@H](C)N.COC[C@H](C)N.COC[C@H](C)N.COC[C@H](C)N.COC[C@H](C)N.COC[C@H](C)N", "homo_energy_ha": -0.334}

=====

Energies, relative to the best one, in kcal/mol: arrangement a 54.2; arrangement b 0.0; arrangement c 82.0.